Version 1
Below is an isolated ion of composition C8H9N2 and charge +1, with properties calculated with the ωB97M-V functional and the def2-TZVPD basis.

Last column: Löwdin charge in e.
CARTESIAN COORDINATES (ANGSTROEM)
C -1.39 2.61 0.92  0.01
C -0.16 1.85 1.10  0.04
C -2.35 2.03 0.10  -0.07
C 0.10 0.63 0.48  -0.14
C -1.02 0.20 -0.28  0.04
C 1.20 -0.37 0.35  -0.10
C 0.56 -1.50 -0.41  -0.20
C 0.68 -2.96 -0.36  -0.06
N -2.09 0.82 -0.44  0.13
N 1.47 -0.63 -1.09  0.13
H -1.46 3.57 1.36  0.10
H 0.50 2.44 1.67  0.10
H -3.33 2.44 -0.26  0.14
H 2.09 -0.27 0.95  0.17
H 0.27 -3.28 0.67  0.11
H 1.66 -3.52 -0.38  0.10
H 0.00 -3.40 -1.24  0.14
H 0.86 -0.08 -1.67  0.15
H 2.41 -0.59 -1.48  0.20

Calculated values
* multiplicity: 1
* net charge: +1
* M: 133.2 g mol⁻¹
* orbital gap (alpha / beta): 8.29 / 7.93 eV
* lowest unoccupied orbital energy (alpha / beta): -4.77 / -4.93 eV

***

Version 2
Below is C8H9N2 as an isolated structure, with properties calculated with the ωB97M-V functional and the def2-TZVPD basis.

Last column: Löwdin charge in e.
CARTESIAN COORDINATES (ANGSTROEM)
C 2.33 0.56 -0.83  -0.04
C 2.28 -0.80 -0.69  -0.06
C 1.26 1.37 -0.45  0.01
C 1.15 -1.46 -0.28  -0.01
C 0.10 0.71 -0.15  -0.12
C 0.04 -0.72 0.00  -0.13
C -1.36 1.10 0.14  -0.09
C -1.44 -0.90 0.36  -0.14
N -1.99 0.11 -0.72  0.08
N -1.57 0.12 1.39  0.13
H 3.17 0.93 -1.37  0.11
H 3.11 -1.41 -1.02  0.12
H 1.40 2.40 -0.39  0.11
H 1.37 -2.49 -0.11  0.12
H -1.78 2.05 0.29  0.15
H -1.90 -2.00 0.56  0.21
H -3.03 0.20 -0.79  0.14
H -0.74 0.12 2.05  0.20
H -2.42 0.11 2.00  0.20

Calculated values
* multiplicity: 1
* net charge: +1
* M: 133.2 g mol⁻¹
* orbital gap: 9.84 eV
* lowest unoccupied orbital energy: -3.31 eV

***

Short version: version 2, version 1, most stable first.